Record 1
This record from the OMol25 dataset describes a cluster of 3 separate species, C2FNO5 in total at a distorted geometry. The level of theory is ωB97M-V with the def2-TZVPD basis set.

```
9
Properties=species:S:1:pos:R:3:forces:R:3:lowdin_charge:R:1
C -1.91038 1.43635 -0.30252 0.00 0.11 0.06 -0.454
C -1.42873 -1.65142 0.15362 -0.04 -0.12 -0.01 -0.455
N 3.62799 0.61336 0.03173 1.66 -1.20 -4.02 -0.043
O -1.69715 -1.44427 1.24632 -0.35 0.37 1.71 0.226
O -2.93922 1.48968 0.19301 -1.61 0.08 0.71 0.230
O -1.17558 -1.85539 -0.94214 0.42 -0.33 -1.70 0.228
O 3.09996 0.71074 1.03617 -2.01 1.24 4.65 0.102
O -0.87692 1.37876 -0.79009 1.59 -0.11 -0.75 0.224
F 3.30003 -0.67781 -0.62610 0.34 -0.04 -0.63 -0.058
```
Positions in Å, forces in eV/Å.

The calculation puts the largest force on an atom at 5.219 eV Å⁻¹. For the energy, the calculation gives -16514.516 eV. Its multiplicity is 3. For the orbital gap (alpha / beta), the calculation gives 9.506 / 9.200 eV. Its HOMO energy (alpha / beta) is -9.15 / -13.07 eV. For the LUMO energy (alpha / beta), the calculation gives 0.36 / -3.87 eV.

Record 2
This record from the OMol25 dataset describes a structure of composition C44H48CeN3O5P2S2 at a distorted geometry. The level of theory is ωB97M-V with the def2-TZVPD basis set.

```
105
Properties=species:S:1:pos:R:3:forces:R:3:lowdin_charge:R:1
Ce 20.14850 11.96518 11.44548 -0.87 1.34 -1.57 1.265
O 19.87914 12.00740 13.57398 0.78 0.17 1.90 -0.665
S 20.30677 12.20185 15.14579 0.71 -0.76 -1.39 1.228
C 21.96459 12.99312 15.08301 -0.14 1.06 0.08 -0.275
C 23.18613 12.30255 14.47793 0.06 -1.00 -0.79 -0.214
C 24.28178 13.23615 13.91597 -0.32 -0.35 0.18 -0.179
C 23.99982 13.81191 12.52750 -0.31 0.02 0.18 -0.243
S 23.71594 12.71382 11.03579 -1.41 -0.38 1.31 1.229
O 22.25005 12.08935 11.31383 1.34 0.55 -0.12 -0.668
C 24.70026 11.28268 11.31935 0.61 -0.40 0.27 -0.408
C 24.17321 10.01797 11.54102 -1.31 0.26 0.26 -0.071
C 25.02581 8.97186 11.83039 -0.01 -0.63 -0.13 -0.047
C 26.39640 9.16460 11.87396 -0.06 0.20 0.15 -0.023
C 26.91322 10.43263 11.63818 0.92 -0.34 0.09 -0.030
C 26.07523 11.48182 11.34649 -0.29 0.69 -0.13 -0.078
C 20.71305 10.54548 15.69132 0.04 0.20 -0.62 -0.398
C 21.42470 9.63928 14.90699 -0.07 -0.08 -0.65 -0.090
C 21.57885 8.33511 15.35297 0.49 -0.03 0.00 -0.045
C 21.11145 7.94756 16.60963 0.04 0.15 -0.10 -0.020
C 20.52472 8.90868 17.41561 -0.27 -0.59 0.69 -0.034
C 20.27264 10.18196 16.94309 -0.06 0.35 0.51 -0.067
H 22.14062 13.21447 16.15464 -0.21 -0.02 -0.40 0.126
H 21.75689 13.96717 14.59199 -0.02 -0.41 0.26 0.114
H 22.88494 11.61445 13.66664 0.13 0.28 0.41 0.076
H 23.67598 11.68864 15.23084 -0.21 -0.14 0.11 0.132
H 25.23932 12.70306 13.87422 -0.28 -0.07 0.16 0.123
H 24.41740 14.04146 14.66330 0.12 0.06 -0.73 0.147
H 24.85041 14.40357 12.20537 0.05 0.30 -0.19 0.105
H 23.10286 14.44639 12.54292 0.17 -0.02 -0.41 0.108
H 23.08211 9.85719 11.55480 0.69 0.06 -0.15 0.103
H 24.61649 7.97493 11.99617 0.08 0.29 0.00 0.123
H 27.05252 8.34323 12.12593 0.04 0.00 -0.08 0.128
H 27.99534 10.58615 11.69193 -0.44 0.03 -0.09 0.137
H 26.45496 12.47805 11.15948 0.31 0.00 -0.02 0.126
H 21.80724 9.91998 13.92068 -0.18 -0.16 0.39 0.098
H 22.16204 7.63600 14.75822 -0.26 0.06 -0.02 0.121
H 21.21183 6.91834 16.96051 0.12 0.38 -0.10 0.133
H 20.23917 8.65728 18.43824 -0.05 0.06 -0.34 0.135
H 19.78650 10.89569 17.58673 -0.23 0.14 0.10 0.124
N 20.54308 12.32121 8.87045 0.22 -0.35 0.63 -0.002
C 20.81029 13.75277 8.57204 0.03 0.26 0.19 -0.107
C 20.59150 14.72388 9.76062 0.69 1.85 -1.23 -0.544
O 20.85200 15.90641 9.55099 -0.79 -2.58 1.13 0.118
O 20.21532 14.16216 10.91412 0.11 -1.62 0.21 -0.187
H 21.31067 11.72333 8.52155 -0.70 0.40 0.09 0.130
H 19.67139 11.99690 8.44919 0.18 0.06 -0.21 0.081
H 20.19744 14.09488 7.72787 0.33 -0.01 0.26 0.132
H 21.87051 13.89025 8.32289 -0.31 -0.14 -0.18 0.139
N 19.51740 7.28146 11.90226 1.34 0.89 -0.63 0.224
C 19.55792 8.61751 12.17380 -1.71 -1.72 1.51 -0.608
N 18.72986 9.02275 13.15357 0.16 0.73 0.20 0.229
O 20.27072 9.44025 11.57000 0.80 1.53 -0.86 -0.110
H 19.12837 6.64404 12.57324 -0.23 -0.01 0.06 0.118
H 20.26536 6.90196 11.32057 -0.48 0.23 0.19 0.138
H 18.07891 8.40568 13.63527 0.23 0.30 -0.43 0.111
H 18.72683 10.01868 13.39616 -0.18 -0.87 -0.03 0.094
C 15.28289 12.14886 11.05921 -0.15 -0.12 0.47 -0.491
P 17.04528 12.21452 10.49452 0.28 0.01 0.06 1.024
C 17.13374 11.09179 9.06012 0.54 0.11 0.32 -0.398
C 17.96750 9.94978 9.00615 -0.45 1.01 -0.13 -0.115
C 17.96082 9.14294 7.88034 -0.42 0.34 -0.46 -0.053
C 17.10084 9.44810 6.80781 0.75 -0.34 0.60 -0.030
C 16.34510 10.60108 6.86943 -0.56 -0.39 -1.29 -0.046
C 16.35664 11.42473 7.96900 -0.05 -0.29 -0.20 -0.107
C 17.14428 13.93527 9.87458 0.48 -0.07 -0.93 -0.380
C 17.51204 14.31062 8.56600 -0.04 0.04 0.54 -0.105
C 17.58097 15.64559 8.19990 -0.18 0.00 0.41 -0.046
C 17.26946 16.63986 9.12616 0.24 -0.38 -0.21 -0.034
C 16.96862 16.28843 10.42944 -0.07 0.20 0.11 -0.040
C 16.92582 14.94808 10.79086 -0.05 0.09 1.17 -0.115
P 14.89496 11.08150 12.58048 0.10 0.58 0.24 1.014
C 15.27850 9.38301 12.05188 0.07 -0.20 -0.03 -0.424
C 15.11409 9.02746 10.71430 0.26 -0.24 0.51 -0.088
C 15.48572 7.76985 10.28870 0.33 -0.42 0.12 -0.055
C 15.95271 6.83137 11.20634 -0.18 0.41 -0.02 -0.070
C 15.96820 7.12146 12.56017 0.24 0.35 0.14 -0.103
C 15.67415 8.41529 12.99014 -0.23 0.25 -0.48 -0.142
C 13.08151 11.00752 12.39754 -0.57 0.27 0.08 -0.398
C 12.33324 12.04536 11.84321 0.32 0.41 -0.26 -0.113
C 10.98742 11.90974 11.56575 -0.46 -0.20 0.27 -0.061
C 10.29549 10.79041 12.03329 0.02 0.67 -0.77 -0.060
C 11.00396 9.79636 12.66054 -0.20 -0.79 0.39 -0.070
C 12.37601 9.89080 12.82505 0.45 -0.41 0.16 -0.096
H 14.63629 11.90458 10.19781 0.37 0.00 0.16 0.067
H 15.01521 13.18639 11.34194 0.25 -0.53 -0.03 0.046
H 18.63207 9.75137 9.83387 0.02 -0.32 0.16 0.065
H 18.63254 8.31067 7.80134 0.11 -0.38 0.08 0.110
H 17.06108 8.80478 5.92775 0.06 0.21 0.27 0.127
H 15.73305 10.83338 5.99705 0.04 0.13 0.33 0.130
H 15.76694 12.31718 7.94352 -0.32 0.35 0.15 0.115
H 17.77208 13.57799 7.82954 -0.06 -0.41 -0.30 0.090
H 17.88121 15.90200 7.19801 -0.01 0.10 -0.18 0.121
H 17.31969 17.67568 8.84408 -0.03 0.22 -0.08 0.121
H 16.78238 17.08418 11.15122 0.03 -0.38 -0.05 0.126
H 16.78529 14.68348 11.85097 -0.20 0.21 -0.47 0.120
H 14.70934 9.75378 10.03748 -0.10 0.10 -0.40 0.099
H 15.45421 7.49473 9.25023 -0.15 0.02 -0.30 0.111
H 16.31116 5.88108 10.86838 -0.10 -0.47 -0.18 0.107
H 16.25681 6.35026 13.26323 -0.05 -0.01 0.13 0.110
H 15.72976 8.68874 14.04071 -0.04 -0.05 -0.01 0.104
H 12.77984 13.00829 11.63856 0.21 -0.01 -0.33 0.095
H 10.48080 12.66964 10.97958 -0.03 0.06 0.33 0.115
H 9.22814 10.70478 11.86198 0.12 -0.07 0.03 0.118
H 10.47347 8.90136 12.98558 0.23 0.21 0.07 0.119
H 12.92542 9.07832 13.29330 -0.21 -0.06 -0.09 0.101
```
Positions in Å, forces in eV/Å.

Its net charge is +3. The calculation puts the largest force on an atom at 2.924 eV Å⁻¹. For the energy, the calculation gives -114270.459 eV. Its multiplicity is 1. For the orbital gap (alpha / beta), the calculation gives 3.731 / 3.711 eV. Its HOMO energy (alpha / beta) is -14.02 / -14.02 eV. For the LUMO energy (alpha / beta), the calculation gives -10.29 / -10.31 eV.

Record 3
This record from the OMol25 dataset describes a structure of composition C22H9BBr4F9MnN3O2S. The level of theory is ωB97M-V with the def2-TZVPD basis set.

```
52
Properties=species:S:1:pos:R:3:forces:R:3:lowdin_charge:R:1
Mn -0.40370 0.84945 0.46340 -0.43 0.03 -0.20 0.929
Br -4.36431 5.29197 3.80093 0.00 -0.01 0.00 0.685
C -3.42108 4.37056 2.44881 0.00 0.01 -0.02 -0.754
C -3.48275 4.79291 1.12713 0.02 -0.05 0.00 -0.753
Br -4.51217 6.29955 0.64238 0.00 0.00 0.01 0.688
C -2.77619 4.09549 0.13699 -0.05 0.09 -0.01 -0.637
Br -2.79828 4.59048 -1.68134 0.00 -0.01 0.01 0.760
C -2.01687 2.99316 0.47686 0.12 -0.09 -0.14 -0.376
O -1.31488 2.26395 -0.38236 0.06 -0.07 0.10 -0.228
C -1.95076 2.56950 1.81292 0.04 0.02 0.02 -0.369
O -1.18094 1.50286 2.03058 0.02 0.00 0.01 -0.212
C -2.64956 3.24964 2.78810 -0.05 0.01 0.09 -0.638
Br -2.50896 2.59716 4.55251 0.00 0.01 -0.01 0.756
N 1.94192 -1.37054 -0.18219 -0.06 -0.08 -0.04 0.170
C 1.32839 -1.57627 1.03248 -0.06 0.09 0.06 -0.286
C 1.79791 -2.64305 1.80898 0.05 -0.03 0.04 -0.001
C 1.23838 -2.87675 3.03957 0.02 0.02 -0.05 -0.047
C 0.20017 -2.06209 3.48126 -0.02 -0.04 -0.06 -0.043
C -0.23196 -1.05878 2.65336 0.01 -0.04 -0.02 -0.087
N 0.32775 -0.80598 1.45176 0.09 0.12 0.08 0.036
C 1.65835 -0.55582 -1.25748 0.05 0.03 0.11 -0.285
C 2.41474 -0.75906 -2.41483 0.09 0.00 -0.05 -0.005
C 2.19271 0.03711 -3.50781 -0.01 0.00 0.04 -0.039
C 1.21372 1.02337 -3.43996 0.00 0.01 -0.02 -0.033
C 0.49671 1.15054 -2.28000 0.04 0.10 -0.03 -0.078
N 0.70751 0.37056 -1.19897 -0.03 0.06 0.02 0.059
H 2.72262 -1.98209 -0.34462 0.01 -0.01 0.01 0.145
H 2.59492 -3.26657 1.42586 0.00 0.00 0.01 0.119
H 1.59890 -3.69481 3.64911 0.00 -0.01 0.00 0.112
H -0.28063 -2.21500 4.43530 0.00 0.01 0.01 0.109
H -1.04697 -0.40577 2.92644 0.01 0.02 0.00 0.108
H 3.16647 -1.53726 -2.42767 0.00 0.00 0.00 0.123
H 2.77293 -0.10819 -4.40929 0.00 0.00 0.00 0.115
H 1.00493 1.67800 -4.27221 -0.01 0.00 0.00 0.112
H -0.27931 1.89373 -2.16712 -0.01 -0.01 0.01 0.114
F 3.28434 3.11586 1.40243 -0.02 0.00 0.04 0.138
B 2.56921 2.18252 0.68005 0.07 0.02 0.00 -1.233
F 2.29213 1.02502 1.46108 0.04 0.04 0.01 0.092
F 3.27030 1.78635 -0.47000 -0.04 -0.02 -0.05 0.112
F 1.29457 2.70434 0.30092 0.02 -0.13 0.05 0.083
F 1.14334 -4.76933 -2.83268 -0.01 0.00 0.00 0.100
C 0.29915 -3.89901 -2.25554 0.04 0.00 0.00 -0.156
C -0.16214 -2.79933 -2.95488 -0.03 -0.05 -0.04 -0.165
F 0.23719 -2.61166 -4.22167 -0.02 0.00 0.01 0.105
C -1.01458 -1.90206 -2.34185 -0.13 -0.01 0.06 -0.266
F -1.42654 -0.85915 -3.07085 0.00 -0.04 -0.04 0.081
C -1.43603 -2.02673 -1.01099 0.10 -0.07 -0.01 -0.572
S -2.40247 -0.80355 -0.23200 0.14 0.02 0.02 0.658
C -0.97502 -3.17686 -0.35755 0.00 0.09 -0.16 -0.262
F -1.33228 -3.42333 0.90722 -0.03 0.00 0.10 0.081
C -0.12109 -4.08853 -0.95318 -0.03 0.00 0.01 -0.161
F 0.32023 -5.15651 -0.26940 0.01 -0.01 0.03 0.099
```
Positions in Å, forces in eV/Å.

Its net charge is -1. The calculation puts the largest force on an atom at 0.477 eV Å⁻¹. For the energy, the calculation gives -378996.027 eV. Its multiplicity is 5. For the orbital gap (alpha / beta), the calculation gives 6.838 / 7.340 eV. Its HOMO energy (alpha / beta) is -5.07 / -5.41 eV. For the LUMO energy (alpha / beta), the calculation gives 1.76 / 1.93 eV.